Below is C30H53BrN4P2Zn as an isolated structure in a non-equilibrium geometry, with properties calculated with ωB97M-V with the def2-TZVPD basis set.

The HOMO energy (spin up / spin down) is -0.4820 / -0.4911 hartree. Its total energy is -6429.364574 a.u. As for the LUMO energy (spin up / spin down): -7.760 / -6.786 eV. The HOMO-LUMO gap (spin up / spin down) comes out at 5.4 / 6.6 eV. The charge is +2.

```
91
Properties=species:S:1:pos:R:3:forces:R:3:mulliken_charge:R:1
Br 0.23899 -0.16574 -7.36515 -0.3450 -0.0326 -0.5627 -0.0521
Zn 0.43363 0.05816 -0.74685 -0.6830 0.0800 2.4133 2.3564
P -0.91597 1.49767 -1.72753 -0.2126 -0.5244 -0.8843 0.9462
P 1.79522 1.56590 0.93771 0.0971 0.1543 0.2897 0.3185
N -1.02769 -1.22469 -0.01329 -0.1155 -0.7944 0.2115 -0.0696
N -3.15093 -1.25023 1.05154 0.4585 -0.1176 0.0083 0.2253
N 5.47828 -4.21459 -0.59693 0.0762 -0.3470 -0.0704 -0.5231
N -1.21684 -1.65416 2.27263 -0.1109 0.0713 -0.4257 0.1651
C -2.91245 2.64811 0.20403 0.0182 0.3427 -0.1567 -1.6369
C 0.45142 2.16749 -2.76234 0.7578 1.2521 0.1949 1.2845
C 5.56825 -2.96647 -1.03959 -0.5139 0.6643 0.1061 -0.6718
C 2.28361 3.13261 0.09681 -0.4311 -0.0626 0.1188 -0.9548
C 0.90325 -0.56661 -5.68564 0.3586 0.1324 0.6769 -0.0959
C 3.22488 -2.52986 -0.57879 0.8679 0.4817 0.7663 0.6329
C -1.78700 -1.38832 1.08139 -0.2364 0.3549 -0.2638 -0.1434
C 1.71071 3.13790 3.35671 -0.0205 0.0314 0.0700 -1.4479
C 0.95439 2.13696 2.48088 -0.1471 -0.0137 -0.0878 -0.0280
C 4.49083 -2.07819 -1.03464 -0.0324 -0.4103 -0.0910 -0.2123
C 4.30862 -4.65800 -0.14466 -0.5316 0.4578 0.1359 -0.5785
C -2.00587 0.51691 -2.84977 -0.6081 -0.3766 -0.1915 0.4116
C -1.94123 -2.32725 3.34514 -0.1111 -0.0656 0.5803 -1.2350
C 2.04175 -1.70540 -0.71814 0.3662 -1.5768 -0.0798 -4.0042
C -2.64982 1.10576 -4.12525 -0.0396 0.0852 0.1515 -1.3722
C -1.53426 2.03375 -0.03507 -0.2437 0.3277 0.1974 0.2506
C 3.38594 -0.19074 2.51633 0.2316 -0.2182 0.2889 -1.1190
C 0.53142 3.55430 -3.40834 -0.2870 -0.1222 -0.0690 -1.6370
C 0.22712 -1.69606 2.36782 0.2680 0.2615 0.0703 -0.9764
C 0.74850 -1.64784 -3.54178 -0.2053 -0.0915 -0.6612 -0.2491
C 2.52101 -0.04264 -3.97712 -0.0696 0.1864 -0.2783 -0.3169
C 2.07637 0.09312 -5.28236 0.0570 -0.2177 0.1328 -0.7990
C -3.88821 -1.35691 -0.19899 0.1545 0.0494 -0.0613 -1.1578
C 3.36616 3.00300 -0.97638 0.2751 0.1740 -0.0680 -1.2805
C 0.24709 -1.46852 -4.83962 0.5227 -0.0685 0.5394 -0.6268
C 2.04090 -0.61066 -1.64621 1.8122 -0.7700 -0.9533 1.9337
C 3.16128 -3.85948 -0.08922 0.0198 0.4296 -0.0993 -0.4787
C -3.87402 -0.62317 2.15626 -0.5655 -0.1621 0.4051 -1.3074
C 1.79660 -0.83691 -3.08333 -0.4737 0.5883 0.7812 0.9133
C 3.42650 0.96971 1.52625 0.0806 -0.0126 -0.1280 -0.6454
H 0.66353 -2.47115 1.72285 -0.1113 0.1210 0.1575 0.3819
H -0.64876 -1.99493 -5.16610 0.3395 0.0125 -0.0495 0.4983
H 2.21848 -4.24173 0.29638 0.1923 -0.0782 -0.0887 0.4243
H 0.58362 1.38974 -3.53255 -0.3746 0.1341 0.3811 -0.7203
H -1.23065 -2.98786 3.85421 -0.2943 0.0669 -0.1526 0.5367
H -3.21416 -0.02924 2.80493 -0.1652 -0.2346 -0.3190 0.3960
H 0.65157 -0.71729 2.09812 -0.0292 -0.4260 0.0608 -0.6243
H 2.75500 0.19790 -1.42122 0.4655 -0.7683 -0.5237 1.2979
H -2.30835 -1.60245 4.08348 -0.0066 -0.3244 -0.1099 0.3612
H 0.71924 1.22998 3.05509 -0.0062 0.1811 -0.0928 0.2772
H 4.34549 2.82290 -0.51512 -0.2159 0.0813 -0.1343 0.3733
H -3.39722 0.38634 -4.50542 0.2971 0.3200 0.2083 0.4208
H 3.41823 0.46306 -3.60323 -0.4086 0.0346 -0.3175 0.3843
H 6.53503 -2.63641 -1.41461 -0.1058 -0.1309 0.1089 0.3912
H -4.65629 0.03989 1.75458 0.4075 -0.1445 -0.0052 0.4414
H 2.63197 3.82731 0.87345 -0.1458 -0.1100 -0.2632 0.6815
H 0.34807 -2.42129 -2.88138 -0.2214 0.3744 -0.1232 0.5191
H -3.88270 -0.40251 -0.75426 -0.0942 -0.3191 0.1870 0.3506
H -3.16328 2.05741 -3.92660 0.2019 -0.2547 -0.2026 0.3695
H -4.93162 -1.60179 0.03801 0.3561 -0.0729 -0.1634 0.4665
H 2.59878 0.73870 -5.98213 -0.0593 -0.1618 0.0640 0.4866
H 1.94164 4.05841 2.81098 -0.0473 -0.1405 0.1667 0.3516
H 3.07760 -1.14117 2.06120 0.0121 0.2681 0.0365 0.1027
H 3.97133 1.81797 1.97911 -0.2598 -0.2147 -0.2913 0.6580
H 1.10297 -2.09622 -0.30552 0.3006 -0.5279 -0.6696 0.4753
H 0.47287 -1.91649 3.41078 0.1561 0.1496 -0.2974 0.6259
H -2.91870 3.70989 -0.06294 -0.2087 -0.2380 -0.1023 0.4167
H -1.50131 1.09431 0.56058 0.1884 0.5018 -0.5595 -0.2729
H 2.73490 0.01590 3.37640 0.0896 -0.0126 -0.2238 0.3068
H -3.44737 -2.15549 -0.81734 -0.3841 0.2632 0.1417 0.4489
H 1.34247 3.53292 -0.31643 0.3555 0.1272 0.0403 0.2284
H 1.07007 3.41168 4.20564 0.2742 -0.0507 -0.1654 0.4335
H 0.59141 4.34418 -2.65348 -0.1108 -0.0681 -0.1319 0.3646
H 2.64773 2.72478 3.74809 -0.2157 0.0801 -0.0491 0.3262
H 4.63632 -1.06274 -1.40100 -0.0697 -0.2692 0.0156 0.3345
H 4.27312 -5.68502 0.20999 0.0418 0.1281 -0.0699 0.4007
H 4.39219 -0.34022 2.92764 -0.2220 -0.0549 -0.1193 0.4776
H -0.73719 2.68441 0.36848 -0.3713 -0.2243 -0.3447 0.2081
H -3.16437 2.58149 1.27457 0.1294 -0.0127 -0.3435 0.3967
H -3.68532 2.11057 -0.35599 0.0555 0.2103 0.0783 0.2871
H 1.33107 2.08452 -2.09871 -0.4139 -0.0686 -0.4453 -0.7260
H 3.20312 2.19832 -1.70908 -0.0196 0.2680 0.2310 0.1774
H -1.59769 -1.33738 -0.84655 -0.1547 0.3409 0.1764 -0.0907
H -1.36888 -0.32701 -3.19637 -0.3172 0.4991 0.5118 -0.1657
H -2.79252 0.08810 -2.20398 0.3667 0.1835 -0.3146 -0.2179
H 3.42459 3.95168 -1.52901 0.0931 -0.3269 0.0943 0.4079
H -0.33015 3.73228 -4.05571 0.1182 0.1494 0.0417 0.4558
H 3.96561 0.68682 0.60976 0.0921 0.0048 0.2947 0.2088
H -4.39249 -1.38432 2.76035 0.1456 0.3725 -0.0462 0.3626
H -2.77296 -2.93290 2.96681 0.2633 0.2177 0.0316 0.3510
H -0.01026 2.56982 2.18167 0.2095 -0.1427 0.1474 0.4315
H -1.90347 1.22137 -4.92763 -0.2272 0.1980 0.3477 0.2810
H 1.44511 3.61293 -4.02180 -0.3294 -0.0511 0.1896 0.4217
```
Positions in Å, forces in eV/Å.

Below is C30H21F3N4TaTe4 as an isolated structure in a non-equilibrium geometry, with properties calculated with ωB97M-V with the def2-TZVPD basis set.

The HOMO energy is -0.1605 hartree. Its total energy is -2803.535544 a.u. As for the LUMO energy: 0.765 eV. The HOMO-LUMO gap comes out at 5.1 eV. The charge is -1.

```
63
Properties=species:S:1:pos:R:3:forces:R:3:nbo_charge:R:1
Ta -0.48919 0.08966 0.03193 -0.7205 -1.0508 -0.7145 1.1750
Te -2.77760 1.52223 0.48379 -0.6532 0.6017 0.9798 0.2458
Te -4.53499 3.03953 -0.76731 0.2680 -0.0745 -0.2355 -0.3888
Te -0.67078 4.64633 -1.30508 0.0610 0.0427 -0.0067 -0.4614
Te -0.37910 2.97923 0.68677 0.0762 -0.0604 -0.0375 0.2130
F 0.17712 -0.46000 -2.78165 -0.0276 0.1292 0.0035 -0.3869
F 0.85122 1.57067 -2.49613 -0.0432 0.0495 -0.0329 -0.3587
F -1.22197 1.21989 -2.93471 -0.0407 -0.0052 0.0300 -0.3296
N -0.14103 -2.01486 0.76290 0.9172 0.2392 -0.8437 -0.5178
N -5.21605 -0.63185 -7.10197 -0.0106 -0.0085 0.0013 -0.3598
N -0.04806 0.37160 10.20251 0.0035 0.0011 0.0015 -0.3306
N 1.68447 0.07015 0.12233 -0.3213 0.0715 -0.0779 -0.5544
C -1.40819 0.38879 5.58001 -0.0021 0.0192 0.0009 -0.1937
C 0.84232 -2.09304 -0.22869 0.3764 -0.5419 -0.0973 -0.0841
C 3.51253 1.45076 -0.95021 -0.0179 -0.0873 -0.0328 0.0337
C 0.88499 -3.38218 -0.78777 -0.1486 -0.0184 0.0411 -0.1880
C -1.36513 0.39250 6.96005 0.0007 0.0101 0.0058 -0.1596
C 3.80594 3.06209 -2.71485 0.0143 0.0010 0.0085 -0.1878
C -2.92181 -1.64207 -4.66852 -0.0074 -0.0131 -0.0007 -0.1671
C -0.13586 0.40963 7.61779 0.0010 -0.0144 -0.0160 -0.2015
C 4.78327 2.26332 -3.29193 -0.0053 -0.0058 -0.0059 -0.2120
C 1.00087 0.43047 5.50200 0.0068 0.0080 -0.0022 -0.2125
C -3.93040 -0.31467 -2.45994 -0.0692 -0.1038 0.0283 -0.2133
C -0.22601 0.39707 4.83156 -0.0045 -0.0233 -0.0009 0.0107
C 1.80992 -1.08938 -0.44408 0.2762 -0.1535 -0.1964 0.1836
C 4.50752 0.66344 -1.52344 0.0190 0.0219 0.0157 -0.2468
C -0.67566 -3.23392 0.79455 -0.4421 0.1183 0.4814 0.0320
C -0.08746 0.39167 9.05347 -0.0055 0.0194 0.0086 0.2895
C 3.17312 2.65761 -1.55064 0.0547 0.0333 0.0436 -0.2033
C -0.20144 0.76914 -2.19940 0.4243 -0.0158 0.5743 0.6338
C -4.05729 -0.84397 -4.79920 0.0055 0.0015 0.0194 -0.2197
C 1.04778 0.43624 6.88207 -0.0001 0.0103 0.0019 -0.1481
C -4.56356 -0.18578 -3.68126 -0.0105 -0.0185 -0.0208 -0.1445
C -2.30074 -1.75613 -3.44121 0.0046 -0.0134 0.0089 -0.1650
C -2.05020 -1.23129 -1.00847 0.3784 -0.4082 -0.2998 -0.8358
C -0.35114 0.30979 2.19374 -0.2571 0.4934 0.1528 -0.3526
C -0.06844 -4.11905 -0.11183 -0.0540 0.0962 -0.0397 -0.3101
C -0.28020 0.36037 3.40599 0.0053 0.0339 0.0179 -0.1209
C -4.70364 -0.72009 -6.07544 0.0033 0.0029 -0.0123 0.3052
C 5.13660 1.06218 -2.69422 0.0074 -0.0003 -0.0021 -0.2195
C 2.80849 0.99829 0.30286 0.0033 0.0508 -0.0142 -0.2552
C -2.77368 -1.07930 -2.31310 -0.1570 0.2537 0.1228 0.0112
H -5.44762 0.43176 -3.77016 0.0076 0.0124 0.0070 0.2254
H 5.27089 2.57770 -4.20604 0.0021 -0.0016 -0.0007 0.2085
H -1.49919 -3.44430 1.46200 -0.0348 0.0114 -0.0433 0.2120
H 1.99773 0.46228 7.39862 0.0007 -0.0109 -0.0009 0.2228
H 2.40944 1.85452 0.84212 0.0154 0.0103 -0.0123 0.2283
H 3.52283 3.99960 -3.17535 -0.0126 -0.0041 -0.0027 0.2193
H -1.41964 -2.37869 -3.34882 0.0221 0.0257 -0.0104 0.2038
H -4.35550 0.20275 -1.61256 0.0223 0.0031 -0.0100 0.2257
H -1.40426 -2.09520 -1.18280 -0.0858 -0.0769 0.0608 0.2119
H 1.91464 0.45375 4.92426 0.0011 -0.0175 0.0015 0.2248
H 2.39305 3.27750 -1.12299 -0.0164 -0.0136 -0.0259 0.2391
H 4.81054 -0.25896 -1.03844 -0.0081 -0.0077 -0.0076 0.1986
H 5.90604 0.44016 -3.13402 0.0037 0.0009 0.0024 0.2069
H 2.62119 -1.37473 -1.11642 0.1762 0.2836 0.1109 0.2134
H -2.35711 0.38496 5.06142 0.0000 -0.0199 -0.0004 0.2300
H -2.73722 -1.54057 -0.21256 -0.0660 0.1394 -0.0065 0.2314
H 3.51954 0.49890 0.96721 -0.0054 0.0056 0.0057 0.2035
H 1.54971 -3.70646 -1.57332 0.0461 -0.0174 0.0506 0.2255
H -2.53469 -2.16857 -5.53109 0.0050 0.0049 -0.0022 0.2130
H -0.32654 -5.15599 -0.25066 0.0178 -0.0123 0.0254 0.2260
H -2.28034 0.38452 7.53635 0.0001 -0.0069 0.0006 0.2258
```
Positions in Å, forces in eV/Å.

Below is one molecule with the formula C15H32N2O5SSi in a non-equilibrium geometry, with properties calculated with ωB97M-V with the def2-TZVPD basis set.

The HOMO energy is -0.3267 hartree. Its total energy is -1764.195252 a.u. As for the LUMO energy: 0.591 eV. As for the SMILES: C[C@@H](O)CNCCO[Si@](CCCS)(CCCC(=O)O)CCC(N)=O. The HOMO-LUMO gap comes out at 9.5 eV. The charge is 0.

```
56
Properties=species:S:1:pos:R:3:forces:R:3:nbo_charge:R:1
S 3.13212 -1.49374 5.44395 0.1080 -0.0823 0.0069 -0.0575
Si 0.63479 -1.01294 1.14614 0.4262 -0.1902 0.0281 1.9676
O -0.74023 -3.03047 -2.69632 -0.0213 0.0872 0.2483 -0.5797
O 2.00210 2.61217 -3.31412 0.0614 0.0978 0.1545 -0.6856
O 2.13206 3.30968 -1.18639 -0.0641 -0.4050 -0.3586 -0.6090
O -2.43175 -0.32369 -2.48290 -0.0706 1.8481 -1.1900 -0.7335
O -0.27986 0.36732 1.25326 -0.3344 -0.1675 -0.1823 -0.9171
N -1.44282 2.48873 -0.50244 -0.3761 -0.0100 -0.1212 -0.6343
N -2.45894 -2.45737 -1.23462 0.3998 -1.4630 0.6628 -0.9615
C 2.28419 2.42948 -2.00217 0.0475 0.2883 0.2598 0.8022
C -1.13125 -2.91176 -1.55443 -0.4752 0.0341 -0.1135 0.7187
C -2.08214 1.81078 0.62077 0.1608 -0.0460 0.2454 -0.2460
C -3.06402 1.83328 -3.43540 -0.0690 -0.0275 -0.0961 -0.6368
C -0.25527 -3.30825 -0.39130 0.1331 -0.1171 0.1654 -0.5049
C -0.40653 -2.57234 0.95264 -0.0445 -0.0572 -0.0853 -0.9231
C 2.18624 0.00582 5.02994 -0.0666 0.0851 0.0312 -0.5165
C -2.57628 1.08304 -2.20761 0.1467 0.1895 -0.0422 0.0804
C 2.51380 0.52046 -0.32185 0.1979 -0.0660 -0.1070 -0.4040
C 1.66669 -1.10743 2.71863 -0.1064 0.1776 0.1497 -0.9154
C 1.81241 -0.85469 -0.31033 0.0139 0.1900 0.0804 -0.9246
C -1.64113 0.37321 0.82632 -0.0239 0.1397 0.3141 -0.0766
C -1.24587 1.63766 -1.66432 0.0862 0.1040 -0.0142 -0.2397
C 1.31221 -0.03717 3.75617 0.0479 -0.0508 0.0858 -0.3987
C 2.83131 1.05465 -1.73185 -0.0956 -0.1412 -0.0847 -0.5190
H 2.73082 -1.04344 2.46715 -0.0068 -0.0282 -0.0359 0.2277
H -2.27615 -0.09181 1.59032 0.0396 0.0326 -0.0296 0.1782
H -0.57836 2.92795 -0.22283 0.1028 -0.0707 -0.0161 0.3820
H -0.48980 -4.36735 -0.21865 -0.0498 0.0496 -0.1499 0.2378
H -3.83752 1.26084 -3.95195 -0.0217 0.0522 0.0575 0.2185
H -2.10756 -0.43131 -3.38361 0.1174 -0.1819 -0.0207 0.4938
H 1.91550 1.26782 0.20350 0.0477 0.0253 -0.0221 0.2279
H 1.51847 -2.09384 3.16677 0.1165 -0.0027 -0.0451 0.2414
H -3.17320 1.83054 0.51941 0.0625 -0.0039 -0.0605 0.1830
H 0.77058 -3.28109 -0.75980 0.0102 -0.1021 0.0504 0.2246
H -0.76098 2.22586 -2.44590 0.0410 0.0553 0.0443 0.1992
H 2.46716 0.38608 -2.51527 0.0051 0.0245 0.0748 0.2322
H 3.91326 1.13038 -1.88651 -0.0741 0.0422 -0.0223 0.2445
H -3.34217 1.13679 -1.43510 0.0409 -0.0580 -0.0105 0.1878
H -1.85290 2.35831 1.53911 -0.0071 0.0497 -0.1167 0.2135
H -3.10006 -3.03091 -1.77764 0.0176 -0.0381 -0.0298 0.3746
H 2.38616 -1.91144 6.46852 -0.0993 -0.0251 0.0295 0.1212
H -2.23983 2.01844 -4.12982 -0.0376 -0.0773 -0.0292 0.2035
H 1.75109 3.54414 -3.40552 -0.0374 -0.0113 -0.0326 0.4934
H -0.06018 -3.26339 1.72883 0.0009 0.0977 0.0279 0.2395
H 1.38134 0.94931 3.28969 -0.1486 -0.0299 0.0537 0.2133
H -1.76335 -0.21120 -0.08965 -0.0415 -0.0154 0.1631 0.1756
H 2.92190 0.80688 4.95811 0.0161 -0.0661 -0.0601 0.2151
H 1.28391 -1.03266 -1.25314 -0.0070 0.0149 0.0182 0.2309
H 3.46108 0.42903 0.21464 -0.1674 0.0991 0.1604 0.2110
H -0.58754 0.77791 -1.46598 -0.0173 0.0295 -0.0074 0.1727
H 1.56618 0.23227 5.89694 0.0822 0.0848 -0.0480 0.2241
H -3.48799 2.80244 -3.16492 0.1087 -0.0522 0.0685 0.2327
H -1.46447 -2.39691 1.16805 0.0469 0.0010 -0.0968 0.2627
H 0.26968 -0.16838 4.05926 0.0174 0.0290 -0.0836 0.2001
H -2.53143 -1.53122 -1.66458 -0.1438 -0.2898 0.3058 0.4175
H 2.56454 -1.64644 -0.21118 -0.0958 -0.0522 -0.1749 0.2345
```
Positions in Å, forces in eV/Å.